Formula: C64H176N16O16
Source: the Open Molecules 2025 dataset
Level of theory: ωB97M-V/def2-TZVPD

Positions of all 272 atoms, in Å:
1 C 6.21880 -1.15300 -1.66644
2 C 5.59114 -1.30465 -0.29708
3 C 6.48176 -0.52636 0.65418
4 O 7.76939 -1.12666 0.65043
5 C 8.68424 -0.32314 1.39211
6 N 4.25771 -0.67771 -0.14498
7 H 7.33999 -1.19646 -1.58087
8 H 5.88139 -0.27232 -2.18952
9 H 5.90525 -1.93700 -2.34334
10 H 5.66370 -2.35986 -0.02712
11 H 6.10396 -0.48272 1.70158
12 H 6.50329 0.49437 0.23849
13 H 8.62062 0.75841 1.18779
14 H 9.71742 -0.66698 1.19853
15 H 8.37198 -0.33324 2.47551
16 H 3.68295 -1.14561 -0.82816
17 H 3.88075 -0.76881 0.76097
18 C 4.43599 1.65089 4.02165
19 C 4.28483 2.94678 3.21676
20 C 4.89030 2.78645 1.76203
21 O 6.29715 2.48014 1.71872
22 C 7.05493 3.66082 2.11212
23 N 2.86353 3.37838 3.05899
24 H 3.78843 1.71787 4.91840
25 H 5.46560 1.35242 4.23328
26 H 4.05621 0.84887 3.42917
27 H 4.90468 3.62554 3.79194
28 H 4.70993 3.62823 1.12919
29 H 4.27484 1.93494 1.39830
30 H 6.65778 4.05921 3.05712
31 H 7.12678 4.34108 1.24161
32 H 8.11044 3.41060 2.40478
33 H 2.41947 3.43136 3.94666
34 H 2.79633 4.31393 2.64902
35 C 2.15624 7.60504 2.34180
36 C 2.03970 6.43785 1.35580
37 C 1.50659 6.93160 -0.02120
38 O 0.24408 7.58259 0.16337
39 C -0.47794 7.85930 -1.05432
40 N 3.45250 5.89875 1.19498
41 H 1.13950 8.00733 2.57652
42 H 2.72547 8.41311 1.92304
43 H 2.63037 7.33993 3.32950
44 H 1.30841 5.72857 1.79671
45 H 1.40568 6.08669 -0.73592
46 H 2.12723 7.64089 -0.51426
47 H 0.19669 8.42655 -1.79631
48 H -1.32852 8.56241 -0.83959
49 H -0.85005 6.97090 -1.56670
50 H 3.52900 5.23006 0.41121
51 H 4.04026 6.70342 1.04415
52 C 2.15162 -3.83976 3.35276
53 C 3.30213 -3.15655 4.05845
54 C 4.68516 -3.22508 3.31541
55 O 5.58553 -2.58198 4.13588
56 C 6.91765 -2.72032 3.64416
57 N 2.91972 -1.77239 4.38045
58 H 1.18455 -3.89610 3.87038
59 H 2.42674 -4.85084 3.02728
60 H 1.77924 -3.32286 2.46067
61 H 3.65132 -3.80094 4.92097
62 H 4.60434 -2.71799 2.35663
63 H 4.99681 -4.29075 3.23799
64 H 7.35577 -3.68150 3.95691
65 H 7.59644 -1.96034 4.06663
66 H 6.94278 -2.64832 2.58208
67 H 2.08824 -1.83079 4.93340
68 H 3.63944 -1.38029 4.97061
69 C -5.81943 -5.62015 -4.46896
70 C -5.33465 -4.31094 -5.12077
71 C -4.28384 -4.63272 -6.13563
72 O -3.05214 -4.86773 -5.56320
73 C -2.16394 -5.42921 -6.54973
74 N -6.34787 -3.50819 -5.83998
75 H -6.73945 -5.41551 -3.95548
76 H -5.11231 -5.86304 -3.64485
77 H -5.86996 -6.38344 -5.23214
78 H -4.89652 -3.72596 -4.27868
79 H -4.14956 -3.85174 -6.88194
80 H -4.45748 -5.55453 -6.69483
81 H -1.27426 -5.72324 -5.99978
82 H -1.93540 -4.65744 -7.33328
83 H -2.51481 -6.29159 -7.08428
84 H -7.25792 -3.33358 -5.33367
85 H -6.57122 -3.89123 -6.79040
86 C 5.02809 -3.42871 -4.82624
87 C 5.05805 -4.90675 -4.27880
88 C 5.95848 -5.69604 -5.22120
89 O 5.53457 -5.61010 -6.57272
90 C 6.13046 -6.48177 -7.46029
91 N 5.44598 -4.92472 -2.90114
92 H 6.11392 -3.09434 -4.69540
93 H 4.45693 -2.79379 -4.14769
94 H 4.69205 -3.31186 -5.85269
95 H 4.03390 -5.34005 -4.33486
96 H 5.96415 -6.76973 -4.99245
97 H 7.01054 -5.34301 -5.19812
98 H 5.48221 -6.48398 -8.33440
99 H 6.31917 -7.47748 -7.03234
100 H 7.10592 -6.12636 -7.75334
101 H 5.78451 -5.88176 -2.65963
102 H 6.31278 -4.40148 -2.85239
103 C -9.23748 -0.27231 -0.37584
104 C -7.74214 -0.60692 -0.12946
105 C -6.95370 0.50845 0.61432
106 O -5.67071 -0.02936 0.87440
107 C -4.52582 0.50197 0.20480
108 N -7.59262 -1.94992 0.56314
109 H -9.41496 0.72352 -0.83674
110 H -9.85284 -0.26264 0.55729
111 H -9.69615 -1.03105 -1.01995
112 H -7.18987 -0.61865 -1.05054
113 H -7.51217 0.67601 1.53863
114 H -7.04470 1.38498 0.02281
115 H -3.73979 -0.25153 0.29820
116 H -4.17400 1.44341 0.65452
117 H -4.65757 0.73379 -0.87401
118 H -6.73990 -2.00139 1.10142
119 H -8.33340 -2.13185 1.27386
120 C -0.04729 6.11387 5.47718
121 C -0.06517 5.21980 6.71086
122 C 0.24911 3.74597 6.36468
123 O -0.60487 3.31983 5.23060
124 C -2.01458 3.33659 5.49921
125 N 0.88846 5.68023 7.73222
126 H -0.78670 5.73422 4.75875
127 H 0.85426 6.01510 4.90124
128 H -0.29286 7.18830 5.61649
129 H -1.06424 5.21551 7.21035
130 H 0.11103 3.15679 7.26000
131 H 1.21488 3.68493 5.89186
132 H -2.34461 2.70192 6.36923
133 H -2.44318 2.88887 4.57341
134 H -2.30218 4.36739 5.67521
135 H 0.53334 6.58444 8.01887
136 H 1.85214 5.87168 7.37917
137 C 2.03048 -0.12057 -2.60447
138 C 2.19897 1.38829 -2.75590
139 C 0.96735 2.08147 -2.12344
140 O 0.96680 3.54278 -1.96435
141 C 1.04685 4.20592 -3.27298
142 N 3.50595 1.79360 -2.14400
143 H 1.21519 -0.52052 -3.14065
144 H 1.92001 -0.33383 -1.55294
145 H 2.91315 -0.51454 -3.02654
146 H 2.20637 1.68572 -3.82185
147 H 0.90187 1.66170 -1.15549
148 H 0.06888 1.81752 -2.77294
149 H 1.93729 3.91754 -3.75492
150 H 0.95186 5.26087 -3.16149
151 H 0.24367 3.79135 -3.87302
152 H 3.79369 1.03348 -1.57254
153 H 3.40169 2.64446 -1.58759
154 C -5.14976 -3.93949 -1.28219
155 C -3.72807 -4.13315 -0.75366
156 C -3.78100 -5.46292 -0.04348
157 O -4.41499 -5.25746 1.24732
158 C -3.38559 -4.88894 2.17234
159 N -2.74038 -4.16623 -1.83509
160 H -5.45142 -4.89529 -1.73200
161 H -5.17360 -3.20408 -2.11497
162 H -5.92082 -3.78394 -0.49615
163 H -3.36558 -3.33797 -0.07375
164 H -2.74621 -5.80321 0.00650
165 H -4.32496 -6.22439 -0.54971
166 H -2.99991 -5.74505 2.68978
167 H -3.97147 -4.34128 2.95500
168 H -2.63256 -4.29471 1.73414
169 H -2.44994 -3.23033 -2.14519
170 H -3.14255 -4.69350 -2.64719
171 C -0.26581 3.41439 1.69118
172 C -1.70510 3.59882 1.32994
173 C -2.25920 5.02258 1.33001
174 O -1.82951 5.76227 2.42372
175 C -2.33846 7.04582 2.46739
176 N -2.01896 3.06934 -0.00808
177 H 0.39183 3.70889 0.87482
178 H -0.06339 2.36661 1.84098
179 H -0.07207 3.81042 2.69680
180 H -2.31574 3.00611 2.07374
181 H -3.37532 5.03286 1.28979
182 H -1.92824 5.45339 0.39346
183 H -2.11836 7.47988 3.45205
184 H -3.43308 7.02216 2.36819
185 H -1.89750 7.73746 1.76673
186 H -1.43565 3.54412 -0.71594
187 H -1.75927 2.06984 -0.05289
188 C -1.84702 -0.41430 8.64112
189 C -1.32639 -0.45209 7.18041
190 C 0.22623 -0.61982 7.08925
191 O 0.74103 0.47174 7.84510
192 C 2.14223 0.56848 7.69172
193 N -2.02633 -1.51218 6.49596
194 H -1.42168 0.40317 9.16225
195 H -1.43884 -1.31114 9.12394
196 H -2.93003 -0.43020 8.77156
197 H -1.57472 0.47813 6.72813
198 H 0.57617 -0.49122 6.05677
199 H 0.56046 -1.60183 7.47048
200 H 2.74451 -0.27917 8.13325
201 H 2.49117 1.45065 8.18295
202 H 2.42555 0.63667 6.61250
203 H -1.80881 -2.35044 7.01087
204 H -1.55706 -1.68869 5.62095
205 C -2.41565 2.87373 -3.56163
206 C -3.83142 3.40613 -4.02542
207 C -4.76551 3.41168 -2.81941
208 O -6.06672 3.62331 -3.30885
209 C -7.01045 4.10472 -2.36387
210 N -3.67988 4.70347 -4.67666
211 H -1.94683 2.37410 -4.42970
212 H -2.57116 2.11955 -2.80499
213 H -1.85245 3.66646 -3.10941
214 H -4.23267 2.66733 -4.73295
215 H -4.62537 4.23746 -2.13039
216 H -4.62013 2.42396 -2.29859
217 H -7.89221 4.50157 -2.85623
218 H -6.64766 4.96105 -1.71090
219 H -7.23379 3.27861 -1.67981
220 H -4.56732 4.93798 -5.08297
221 H -3.49124 5.39255 -3.90822
222 C -1.43998 -0.19746 -5.41327
223 C -2.72058 -0.92096 -5.87931
224 C -3.97861 -0.36012 -5.44927
225 O -4.10861 -0.29052 -4.04578
226 C -5.45595 -0.35685 -3.58580
227 N -2.66843 -1.12373 -7.32808
228 H -1.39738 -0.03617 -4.35175
229 H -1.41223 0.73977 -5.99450
230 H -0.59302 -0.82385 -5.75296
231 H -2.74561 -1.92069 -5.41137
232 H -4.63460 -1.04779 -5.93366
233 H -4.14258 0.56505 -5.96332
234 H -5.54344 -0.33703 -2.46389
235 H -5.82542 -1.36943 -3.89122
236 H -6.08480 0.39130 -4.03698
237 H -2.09403 -0.42484 -7.79312
238 H -2.40227 -2.03978 -7.59285
239 C 3.17763 -5.43893 0.03660
240 C 1.92413 -4.72335 -0.48253
241 C 1.95494 -4.59737 -1.99198
242 O 1.01143 -3.52387 -2.26423
243 C 0.19388 -3.64476 -3.42024
244 N 0.64161 -5.26508 0.11015
245 H 3.28778 -5.56757 1.15308
246 H 4.03715 -4.85099 -0.41993
247 H 3.17568 -6.43986 -0.44487
248 H 2.10263 -3.76537 -0.06841
249 H 1.52513 -5.52258 -2.43746
250 H 2.88664 -4.44085 -2.54018
251 H 0.74052 -3.59271 -4.35576
252 H -0.51961 -2.87466 -3.44407
253 H -0.40730 -4.55295 -3.30544
254 H 0.75093 -6.19828 0.45241
255 H -0.09879 -5.22414 -0.60858
256 C -1.21621 -0.08774 2.94867
257 C -0.20722 -1.04680 2.24352
258 C -0.77554 -1.53609 0.96694
259 O -0.76892 -0.46523 -0.01080
260 C -0.84322 -0.95890 -1.34006
261 N 1.11839 -0.49745 1.96993
262 H -0.90929 0.10123 4.00669
263 H -2.22103 -0.44711 3.06278
264 H -1.33377 0.84170 2.41631
265 H -0.10021 -1.91957 2.88650
266 H -1.78988 -1.93383 1.12187
267 H -0.13623 -2.36677 0.57647
268 H -0.07266 -1.73992 -1.47747
269 H -0.61410 -0.18990 -2.02060
270 H -1.84802 -1.32966 -1.49646
271 H 1.09962 0.47911 1.68132
272 H 1.69314 -0.55010 2.78116

For the energy above the lowest of the compared OMol25 structures with the same formula, charge and spin, the calculation gives 106.15 kcal/mol. For the LUMO energy, the calculation gives 0.6 eV. Its multiplicity is 1.

Atomic partial charges in e from the Löwdin method, atoms 1 to 5: number 1, C, carries -0.044; number 2, C, carries -0.412; number 3, C, carries -0.237; number 4, O, carries -0.211; number 5, C, carries -0.101

Formula: C64H43AsN5O5Pb
Source: the Open Molecules 2025 dataset
Level of theory: ωB97M-V/def2-TZVPD

Positions of all 119 atoms, in Å:
1 Pb 0.86611 -0.65241 0.51061
2 C 5.63413 3.68118 -4.03379
3 C 5.75914 4.09259 -2.71441
4 C 5.11404 3.39618 -1.70396
5 C 4.34666 2.27301 -2.00478
6 C 4.24351 1.85032 -3.32907
7 C 4.87668 2.55895 -4.33894
8 C 3.60513 1.53517 -0.95148
9 C 2.67538 2.23995 -0.20413
10 C 2.32767 3.62872 -0.25071
11 C 1.21488 3.80828 0.53767
12 C 0.93748 2.51222 1.00731
13 N 1.76284 1.58986 0.61602
14 C -0.60974 1.92060 2.99281
15 C -0.88671 0.56114 3.27309
16 C -1.96691 0.14834 4.17038
17 C -1.99726 -1.18635 4.12127
18 C -0.86765 -1.62081 3.29052
19 C -0.51160 -2.90026 3.05399
20 C -1.41698 -4.03220 3.41066
21 C -1.85129 -4.86095 2.37587
22 C -2.71728 -5.91219 2.63178
23 C -3.14779 -6.15826 3.92944
24 C -2.70091 -5.35374 4.96624
25 C -1.83749 -4.29746 4.70942
26 C 0.79761 -3.30909 2.52792
27 N 1.59059 -2.62996 1.71994
28 C 2.78576 -3.35576 1.63012
29 C 3.87581 -3.03082 0.87138
30 C 5.01318 -3.99543 0.87740
31 C 6.25845 -3.60988 1.37078
32 C 7.31951 -4.50085 1.36389
33 C 7.15346 -5.77913 0.84602
34 C 5.91873 -6.16740 0.34812
35 C 4.85058 -5.28160 0.36954
36 C 4.07497 -1.84298 0.06866
37 C 5.19206 -1.67828 -0.78891
38 C 5.08382 -0.42814 -1.33410
39 C 3.90814 0.15206 -0.79377
40 N 3.28277 -0.74306 0.04291
41 C 2.67158 -4.52854 2.46575
42 C 1.43129 -4.51268 3.00139
43 N -0.22367 -0.47339 2.77869
44 C -2.10819 3.92832 3.28267
45 C -3.18765 4.60070 2.75486
46 C -3.48177 5.84720 3.28132
47 C -2.70142 6.38008 4.30322
48 C -1.62686 5.66348 4.80505
49 C -1.31367 4.40667 4.29287
50 H 6.13332 4.22915 -4.82195
51 H 6.36563 4.95432 -2.46886
52 H 5.23485 3.69874 -0.67114
53 H 3.65300 0.97210 -3.56500
54 H 4.78449 2.22590 -5.36436
55 H 2.83772 4.39383 -0.81224
56 H 0.66820 4.71108 0.74969
57 H -2.61390 0.81791 4.71471
58 H -2.67840 -1.84317 4.63500
59 H -1.51372 -4.67062 1.36314
60 H -3.05406 -6.54149 1.81862
61 H -3.81946 -6.98172 4.13226
62 H -3.01992 -5.55028 5.98136
63 H -1.46461 -3.69459 5.52869
64 H 6.38680 -2.61307 1.77469
65 H 8.27934 -4.19522 1.75901
66 H 7.98725 -6.46857 0.82770
67 H 5.78427 -7.16064 -0.05949
68 H 3.88847 -5.57866 -0.02973
69 H 5.96960 -2.40257 -0.96403
70 H 5.77216 0.05662 -2.00633
71 H 3.45099 -5.25050 2.64133
72 H 0.99088 -5.22111 3.68461
73 H -3.76273 4.15452 1.95189
74 H -4.32245 6.40346 2.88850
75 H -2.93619 7.35555 4.70752
76 H -1.01736 6.07725 5.59728
77 H -0.48176 3.82545 4.66403
78 O -1.87473 2.62525 2.70613
79 C -1.56464 2.69704 1.19359
80 O -0.23111 2.01268 1.57094
81 C -2.33163 1.66721 0.48962
82 O -3.54680 1.63768 0.63159
83 O -1.60341 1.01000 -0.36002
84 C -4.30983 4.92573 -1.70790
85 C -2.92771 4.82436 -1.64477
86 C -2.30950 3.60309 -1.86832
87 C -3.09067 2.49426 -2.16066
88 C -4.47441 2.58395 -2.22954
89 C -5.08214 3.80884 -1.99972
90 As -2.28351 0.77954 -2.46107
91 C -3.32260 -0.73298 -1.88761
92 C -2.99345 -1.46596 -0.75225
93 C -3.78262 -2.54415 -0.38209
94 C -4.90413 -2.87947 -1.12757
95 C -5.23299 -2.14757 -2.25875
96 C -4.43701 -1.08108 -2.65012
97 C -2.38791 0.64962 -4.39668
98 C -2.33019 -0.58192 -5.04892
99 C -2.24740 -0.63560 -6.43135
100 C -2.19826 0.53930 -7.16992
101 C -2.23388 1.76821 -6.52831
102 C -2.32505 1.82522 -5.14408
103 H -4.78854 5.87846 -1.52189
104 H -2.32785 5.69443 -1.41125
105 H -1.23217 3.51792 -1.79296
106 H -5.08070 1.71214 -2.43879
107 H -6.16067 3.88612 -2.03892
108 H -2.14510 -1.17914 -0.15276
109 H -3.52863 -3.11280 0.50371
110 H -5.52592 -3.71200 -0.82468
111 H -6.10794 -2.40553 -2.84078
112 H -4.68252 -0.52996 -3.54811
113 H -2.36080 -1.50233 -4.47838
114 H -2.21349 -1.59396 -6.93289
115 H -2.13445 0.49494 -8.24940
116 H -2.18763 2.68397 -7.10301
117 H -2.37021 2.78709 -4.64862
118 O 0.18219 -0.04028 -3.35936
119 N -0.22951 0.40062 -2.35259

As for the total charge: +1. For the LUMO energy, the calculation gives -4.0 eV. Its multiplicity is 1.

Atomic partial charges in e from the Löwdin method, atoms 1 to 5: number 1, Pb, carries 1.489; number 2, C, carries -0.072; number 3, C, carries -0.064; number 4, C, carries -0.035; number 5, C, carries -0.200

- multiplicity of number 2 (C64H43AsN5O5Pb)?
  1

- Which formula does entry 2 have?
  C64H43AsN5O5Pb